(1)
The following is a quantum chemistry calculation of a cluster of 2 separate species, C31H30N2O5 in total, from the Open Molecules 2025 dataset.

Results
Charge: 0
Max |F|: 4.4 eV Å⁻¹
Energy above the lowest of the compared OMol25 structures with the same formula, charge and spin: 545.3 kJ/mol
2S+1: 1
Gap between HOMO and LUMO: 3.6 eV
HOMO: -0.2027 Ha
Calculated total energy: -1684.8500 a.u.

Structure (XYZ):
```
68
Properties=species:S:1:pos:R:3:forces:R:3:mulliken_charge:R:1
O 1.2410 1.7634 2.6527 1.149 -0.114 0.361 -0.29
O 1.2559 2.6228 0.5506 0.408 0.014 0.552 -0.69
O 6.5090 0.7317 -1.4209 0.103 0.008 0.379 -0.47
O -1.3626 3.6298 -0.0297 -0.669 0.162 0.249 -0.79
O 1.0113 -1.0427 -2.2969 -0.843 -2.036 1.908 -0.65
N 0.5944 -4.1048 -0.8713 0.576 -0.030 0.826 0.18
N 2.4818 -3.0266 -0.9317 -1.474 -1.475 0.608 0.31
C -3.1761 3.1249 1.4273 -0.495 0.449 0.046 0.32
C 3.1053 1.0772 3.9318 0.006 0.040 0.204 -1.40
C -5.2276 -1.2724 -0.8982 0.166 0.163 0.133 -0.64
C -0.8717 -1.2439 -0.8498 1.049 -0.419 0.676 -0.48
C 5.6121 -1.3748 -1.9069 -0.232 0.584 0.656 -0.92
C 1.6061 -5.0588 -0.8587 -0.742 0.644 -0.242 -0.60
C -1.7178 2.9964 0.9835 0.967 -0.488 -0.394 0.73
C 6.6793 1.9005 -0.5884 -0.245 -0.237 -0.316 -0.79
C -5.4073 3.9188 0.8159 0.144 -0.141 0.410 -0.48
C 0.4459 -1.6523 -1.3557 -0.111 4.070 -1.621 0.38
C -3.7290 -0.0925 -2.9371 0.624 -0.064 0.399 -0.38
C -0.8240 2.1623 1.7095 0.307 0.315 -0.139 -0.48
C -4.0516 3.7668 0.5319 -0.157 -0.178 0.092 -0.41
C -5.0982 -0.2772 -3.1007 -0.248 -0.086 0.321 -0.53
C 2.7746 -4.3929 -0.9192 -0.068 1.020 0.000 -0.38
C 3.4751 -2.0390 -1.0241 0.979 1.236 0.328 0.52
C -3.8521 -1.0937 -0.7272 -0.293 0.074 -0.447 -0.38
C 5.5116 -0.1516 -1.1990 -0.478 -0.045 0.169 0.58
C -3.6921 2.7496 2.6798 -0.113 -0.042 -0.318 -0.31
C 4.6292 -2.3354 -1.7522 0.006 0.263 -0.211 -0.75
C 3.3495 -0.8233 -0.3389 0.525 -0.202 0.027 -0.15
C 4.4046 0.0965 -0.3517 0.077 -0.314 -0.578 -0.30
C -1.6297 -0.4082 -1.6000 -0.078 0.123 -0.708 -0.18
C 1.1221 -2.8574 -0.8216 1.996 -1.724 -1.589 0.01
C -5.0583 2.9012 2.9751 0.313 0.122 -0.280 -0.58
C -5.9270 3.4695 2.0367 0.360 -0.106 0.014 -0.37
C -5.8651 -0.8394 -2.0671 0.684 -0.124 -0.221 -0.40
C -0.8177 -4.4344 -0.9137 -0.719 -0.096 0.060 -0.72
C 2.6762 1.8024 2.6725 -0.520 -0.107 0.015 0.72
C 0.6184 2.2565 1.5247 -1.639 -0.396 -0.733 0.22
C -3.0758 -0.4937 -1.7431 -1.169 0.139 0.706 0.60
H -6.0523 4.4112 0.0929 0.036 -0.076 0.096 0.37
H -5.4300 2.5959 3.9538 0.057 0.061 -0.233 0.36
H 6.7595 1.6366 0.4796 -0.049 0.002 -0.410 0.33
H 5.8595 2.6233 -0.7419 0.280 -0.320 0.067 0.35
H 6.4726 -1.5309 -2.5462 -0.048 -0.056 0.125 0.44
H -6.9879 3.5765 2.2666 0.265 0.009 -0.062 0.37
H -3.0115 2.3543 3.4345 -0.205 0.016 -0.187 0.30
H 4.3387 1.0036 0.2573 -0.026 -0.328 -0.484 0.36
H -0.8965 -5.5106 -1.0843 -0.026 0.203 0.090 0.29
H 1.4024 -6.1152 -0.8203 -0.072 0.085 -0.044 0.43
H -1.1520 1.5145 2.5101 -0.077 0.316 0.256 0.21
H 2.5971 0.1115 4.0219 0.127 0.082 -0.126 0.31
H 2.8440 1.6593 4.8209 0.049 -0.061 -0.109 0.35
H -1.1301 0.3046 -2.2611 0.090 -0.681 -0.363 0.37
H -1.3175 -3.9137 -1.7425 0.220 -0.074 0.314 0.36
H -1.3070 -4.1710 0.0353 0.154 -0.113 -0.382 0.30
H 3.7851 -4.7622 -0.9884 -0.139 0.116 0.239 0.47
H -6.9362 -0.9868 -2.1965 0.252 0.081 0.055 0.40
H -3.3605 -1.4135 0.1937 -0.272 0.103 -0.234 0.29
H 3.0862 1.2962 1.7835 -0.216 0.313 0.211 -0.61
H 2.4471 -0.6014 0.2330 0.277 -0.002 -0.049 0.46
H -1.1480 -1.5840 0.1536 -0.477 -0.563 -0.688 0.54
H -5.5857 0.0199 -4.0322 0.221 -0.053 0.314 0.37
H 3.0281 2.8473 2.6957 -0.105 -0.329 -0.237 0.33
H 4.7546 -3.3051 -2.2318 -0.122 0.313 -0.071 0.36
H 7.6231 2.3201 -0.9509 -0.293 0.029 0.262 0.24
H -3.6537 4.1668 -0.3989 0.102 -0.250 0.198 0.42
H -3.1240 0.3244 -3.7476 -0.252 -0.025 0.290 0.37
H -5.8131 -1.7435 -0.1052 0.190 0.207 -0.230 0.36
H 4.1881 0.9169 3.9270 -0.085 -0.006 0.054 0.39
```
Forces are in eV/Å.


(2)
The following is a quantum chemistry calculation of a structure of composition C31H30N4O10PV, from the Open Molecules 2025 dataset.

Results
Charge: +1
Max |F|: 0.3 eV Å⁻¹
Energy above the lowest of the compared OMol25 structures with the same formula, charge and spin: 0.0 kJ/mol
2S+1: 2
Gap between HOMO and LUMO (alpha / beta): 7.6 / 8.1 eV
HOMO (alpha / beta): -0.4417 / -0.4400 Ha
Calculated total energy: -3456.0646 a.u.

Structure (XYZ):
```
77
Properties=species:S:1:pos:R:3:forces:R:3:mulliken_charge:R:1
V -0.7095 -0.2893 -0.4908 0.112 0.173 0.065 0.90
P -1.1847 1.6585 -1.9082 -0.143 0.080 -0.160 2.18
O 1.1370 -1.8047 -3.6425 0.080 -0.022 0.003 -0.60
O -0.0122 -0.5302 -2.2177 0.083 0.032 -0.168 0.23
O -2.5924 -0.3038 -0.6157 0.101 -0.119 -0.066 -0.79
O -4.4209 -1.4226 -1.2467 -0.007 0.008 -0.047 -0.64
O 5.8213 -1.8701 3.0856 0.009 0.028 0.008 -0.58
O 3.9047 -2.9171 2.6525 0.072 0.036 0.016 -0.57
O 1.5425 -2.0736 1.6309 -0.025 -0.019 -0.009 -0.95
O 0.2329 1.2271 1.9488 -0.026 0.080 0.146 -0.60
O -1.1862 -1.0978 1.4591 -0.002 0.040 0.081 -0.40
O 1.1455 -0.4939 0.1136 -0.243 -0.053 0.040 -0.45
N -1.0161 -2.4032 -0.8937 -0.024 -0.011 -0.027 0.37
N -0.6602 1.4093 0.8892 0.116 0.121 -0.195 0.75
N 4.8141 0.5816 2.3579 0.014 0.002 -0.025 -0.05
N 2.9674 1.1682 1.3342 0.005 0.078 0.028 -0.55
C -1.4188 2.4131 1.0953 -0.125 0.024 0.033 -0.90
C 4.6913 -1.8516 2.6771 -0.044 -0.084 -0.005 0.50
C -4.3395 4.2288 -1.3710 0.006 -0.006 0.048 -0.75
C -3.3732 3.8115 0.7798 -0.028 0.003 -0.005 -0.91
C 0.4903 -1.6977 -2.6464 -0.170 0.051 0.010 0.23
C 0.1177 -2.8402 -1.7251 0.046 -0.048 0.054 -0.62
C 2.4087 4.3704 -2.7098 -0.008 0.006 0.004 -0.66
C -3.3991 3.3889 -1.9601 -0.014 0.030 -0.002 -0.51
C -1.8303 -2.3849 1.4064 -0.017 -0.025 0.016 -0.85
C -3.2017 0.7389 -3.5875 0.005 -0.046 -0.030 -0.47
C 0.2457 2.7017 -2.2383 0.002 0.051 0.049 0.32
C -2.4563 2.7318 -1.1848 0.125 0.000 0.258 1.03
C -1.0069 0.9469 -4.5762 0.026 0.009 -0.029 -0.93
C -2.8330 0.0626 -5.8647 -0.005 0.005 0.003 -0.68
C -3.2300 -1.3463 -1.1494 -0.081 0.021 0.045 0.54
C 1.4820 2.4100 -1.6707 -0.004 -0.001 0.000 -0.31
C -2.2829 -2.4162 -1.6627 0.015 -0.040 0.010 -0.69
C 1.8225 -1.0018 1.0791 0.118 -0.021 0.014 0.25
C 2.9701 -0.1918 1.5287 -0.035 -0.033 -0.040 0.23
C 2.5615 3.2500 -1.9087 -0.002 -0.007 -0.013 -1.02
C -1.4981 0.4298 -5.7641 0.002 -0.006 0.007 -0.85
C 0.0923 3.8329 -3.0427 -0.014 -0.019 -0.015 -0.41
C 1.1735 4.6620 -3.2788 0.016 0.009 -0.002 -0.85
C 4.5238 3.0322 1.9255 0.004 -0.004 0.000 -1.36
C 4.0935 1.6113 1.8553 0.011 -0.015 0.007 0.06
C -2.4440 2.9534 0.2027 0.106 -0.077 -0.097 0.48
C -1.1308 -3.2051 0.3484 0.010 -0.023 0.021 -0.46
C 4.1115 -0.5754 2.1790 -0.047 0.024 0.029 0.15
C -1.8599 1.1116 -3.4862 -0.026 0.004 0.053 1.04
C -4.3352 4.4337 -0.0017 0.008 -0.006 -0.045 -0.86
C -3.6833 0.2143 -4.7771 0.000 0.003 0.010 -1.06
H 3.2529 5.0206 -2.8976 0.001 -0.002 -0.003 0.42
H -0.8684 4.0600 -3.4903 0.002 0.006 0.009 0.42
H 1.0560 5.5349 -3.9068 0.002 0.000 0.003 0.44
H -0.8324 0.3037 -6.6071 -0.002 -0.003 0.000 0.47
H 4.4289 3.4154 2.9423 0.005 0.001 0.000 0.32
H -5.0646 5.0877 0.4555 0.000 -0.003 0.001 0.42
H -1.7644 -2.8649 2.3813 -0.009 -0.007 0.002 0.52
H -2.7645 -3.3938 -1.6300 0.013 -0.010 -0.006 0.50
H -1.6593 -4.1413 0.1516 -0.004 0.001 0.003 0.40
H 1.1346 1.4450 1.5971 -0.023 -0.096 -0.081 0.51
H 2.9952 -2.6873 2.3528 -0.011 0.000 0.002 0.42
H 0.9739 -3.0309 -1.0768 -0.001 -0.034 -0.005 0.36
H -0.1233 -3.4276 0.6904 -0.003 -0.003 0.000 0.32
H -0.1024 -3.7444 -2.2939 -0.011 0.007 -0.010 0.50
H -3.4164 3.2440 -3.0315 0.012 0.024 0.007 0.50
H -0.3890 -1.1651 2.0103 0.022 -0.031 -0.033 0.32
H 1.6189 1.5332 -1.0514 0.001 -0.017 0.008 0.53
H -3.3424 3.9913 1.8473 0.001 0.002 -0.001 0.51
H -2.0733 -2.1698 -2.7067 0.012 0.011 0.002 0.20
H -3.2119 -0.3443 -6.7930 -0.002 0.000 0.001 0.44
H -2.8792 -2.1957 1.1877 0.003 -0.001 0.003 0.38
H -5.0733 4.7254 -1.9916 0.004 -0.002 -0.002 0.47
H 5.7276 0.6047 2.7894 -0.002 -0.001 0.002 0.25
H -3.8740 0.8572 -2.7480 -0.001 -0.058 0.028 0.66
H 5.5632 3.1438 1.6176 -0.001 0.001 -0.002 0.41
H -4.7236 -0.0739 -4.8496 0.005 -0.002 -0.007 0.47
H 0.0415 1.2019 -4.4924 -0.009 0.008 -0.002 0.47
H -1.2651 2.9365 2.0360 -0.004 -0.017 0.002 0.53
H 3.8949 3.6295 1.2702 -0.006 0.000 0.003 0.31
H 3.5238 3.0168 -1.4721 0.000 -0.006 -0.002 0.57
```
Forces are in eV/Å.


(3)
The following is a quantum chemistry calculation of a structure of composition C31H30N6O3Sr, from the Open Molecules 2025 dataset.

Results
Charge: 0
Max |F|: 2.4 eV Å⁻¹
Energy above the lowest of the compared OMol25 structures with the same formula, charge and spin: 196.3 kJ/mol
2S+1: 1
Gap between HOMO and LUMO: 7.4 eV
HOMO: -0.2748 Ha
Calculated total energy: -1784.3479 a.u.

Structure (XYZ):
```
71
Properties=species:S:1:pos:R:3:forces:R:3:mulliken_charge:R:1
Sr 0.0948 0.6792 -0.2760 0.672 -1.442 0.286 3.12
O -1.1422 0.3482 1.5299 -1.485 -0.258 1.438 -0.85
O -1.1154 2.3144 -1.0067 -1.184 2.060 -0.333 -1.09
O -0.6848 -2.0302 0.0115 0.059 0.338 -0.099 -0.41
N 1.6568 -0.8037 -1.4927 0.315 -0.474 -0.709 0.75
N -1.6170 0.9484 -2.7757 -1.187 -0.119 -0.692 -1.46
N 0.8452 0.2174 2.6719 0.261 -0.709 1.203 -1.14
N 1.3893 0.8627 1.6401 1.443 1.030 0.801 0.85
N -0.4629 0.3545 -2.4949 0.797 -0.449 -1.883 1.07
N 2.2126 2.0895 -0.5312 0.328 0.199 0.218 0.22
C -2.1749 -2.7364 5.3172 -0.053 -0.021 0.006 -0.44
C 4.1789 2.9100 0.5438 -0.293 -0.293 0.195 -0.96
C 2.9739 2.1903 0.5681 0.642 0.576 -0.638 0.83
C 2.4808 1.5364 1.7692 -0.296 -0.571 1.150 0.18
C 3.7909 3.3852 -1.7587 0.137 -0.011 0.123 -1.03
C 3.4539 -2.2170 -3.0461 0.086 0.017 0.331 -0.51
C -4.1032 2.4061 -3.0035 0.160 -0.087 0.026 -0.21
C -0.2972 -0.7047 -4.7227 -0.095 0.095 0.315 -1.76
C 2.7679 -1.2837 -0.9719 0.414 -0.229 0.029 -0.63
C 1.3915 -0.9982 -2.7957 1.015 -0.520 0.044 0.69
C 3.7099 -1.9945 -1.6977 -0.007 -0.071 -0.215 -1.07
C -1.5924 -4.1055 0.7664 -0.227 0.271 -0.186 -1.65
C 0.8196 -3.4947 1.1625 0.111 0.277 0.014 -1.05
C -2.2271 -1.6304 3.1888 0.184 0.181 -0.135 -0.66
C 2.6043 2.6744 -1.6455 0.256 0.243 -0.304 -0.32
C 0.1688 -0.4111 -3.3198 -1.103 0.407 -0.597 -0.14
C -0.5112 -3.0727 0.5918 -0.044 -0.734 0.159 1.05
C -0.4640 -1.1528 4.7492 0.063 -0.005 -0.055 -0.15
C -5.1109 3.3956 -0.6138 -0.102 0.016 -0.001 -0.69
C -0.4408 -0.0742 2.4731 0.246 0.278 0.412 -0.08
C -2.7723 -2.5315 4.0830 -0.138 -0.079 0.067 -0.58
C 4.5935 3.4999 -0.6327 -0.182 -0.006 -0.259 -0.42
C -5.8906 3.4204 -1.7612 -0.058 0.038 -0.029 -0.32
C -1.0483 -0.9595 3.5011 -0.136 -0.183 0.179 0.62
C -3.8277 2.8835 -0.6627 0.134 -0.031 -0.075 -0.44
C 2.2917 -1.7212 -3.5996 -0.386 0.260 0.052 -0.92
C -3.3129 2.3878 -1.8592 -0.266 0.131 0.125 0.14
C -1.9245 1.8633 -1.8457 -0.126 0.094 -0.934 0.39
C -5.3846 2.9267 -2.9547 -0.045 0.009 -0.047 -0.67
C -1.0329 -2.0277 5.6567 -0.028 -0.035 0.087 -0.65
C 3.2101 1.6750 3.0757 -0.240 -0.147 -0.157 -1.72
H 1.9370 2.5758 -2.4916 -0.064 -0.025 -0.111 0.51
H -0.3762 -1.7795 -4.8873 0.019 -0.055 -0.053 0.38
H 2.0865 -1.8699 -4.6481 -0.083 -0.008 -0.071 0.50
H 1.2536 -2.6799 1.7362 0.050 0.140 0.085 0.17
H -5.9887 2.9488 -3.8529 -0.016 0.007 0.012 0.38
H -5.5030 3.7809 0.3178 -0.023 -0.011 0.029 0.39
H 5.5276 4.0447 -0.6743 -0.003 0.008 0.011 0.42
H -1.2764 -0.2512 -4.8567 -0.010 -0.018 -0.006 0.38
H -2.6068 -3.4361 6.0179 -0.045 -0.042 0.063 0.40
H -2.5375 -3.7643 0.3558 -0.048 0.054 -0.064 0.32
H -3.6956 2.0170 -3.9238 0.023 -0.049 -0.078 0.46
H -1.2837 -5.0238 0.2663 0.025 -0.097 0.030 0.46
H 0.7211 -4.3754 1.7895 0.027 -0.041 0.062 0.40
H 4.6116 -2.3597 -1.2310 0.032 -0.027 0.074 0.48
H -0.5942 -2.1556 6.6367 0.072 -0.024 0.020 0.40
H 0.4338 -0.6098 4.9956 0.101 0.051 -0.002 0.46
H 0.3759 -0.2910 -5.4741 0.099 0.005 -0.017 0.32
H 2.9135 -1.0981 0.0862 0.047 0.052 0.091 0.55
H -1.7098 -4.3156 1.8274 0.008 -0.085 0.096 0.40
H -3.6750 -3.0656 3.8238 -0.089 -0.051 -0.009 0.45
H 1.4974 -3.7217 0.3404 0.051 -0.013 -0.111 0.30
H 4.7852 2.9967 1.4308 0.002 -0.039 0.128 0.43
H -2.6880 -1.4235 2.2332 -0.038 -0.049 -0.070 0.47
H 2.6290 1.1669 3.8410 0.063 0.021 0.023 0.32
H -3.2074 2.8481 0.2217 0.035 0.051 0.023 0.47
H 4.0848 3.8305 -2.6950 -0.052 0.047 -0.123 0.42
H 3.3265 2.7218 3.3487 0.070 0.104 0.029 0.37
H 4.1964 1.2170 3.0150 0.142 0.011 0.044 0.32
H -6.8928 3.8270 -1.7302 -0.028 0.014 0.023 0.38
H 4.1586 -2.7734 -3.6505 -0.009 0.020 -0.036 0.41
```
Forces are in eV/Å.